The following is a DFT calculation (wB97M-V/def2-TZVPD) of C31H40BrN4O3SiW as an isolated structure.

Last column: Löwdin spin population.
Geometry (Å):
W1 -0.43 -0.69 0.22  1.58
C1 1.16 -3.72 3.08  0.00
C2 1.37 -3.00 4.24  0.02
C3 0.97 -1.67 4.28  0.00
C4 0.39 -1.11 3.15  0.01
N1 0.22 -1.81 2.01  0.00
C5 0.60 -3.10 1.99  0.02
C6 -0.21 0.22 3.12  0.03
C7 -0.32 1.09 4.19  0.00
C8 -1.11 2.22 4.05  0.03
C9 -1.83 2.41 2.88  0.00
C10 -1.66 1.51 1.84  0.02
N2 -0.81 0.48 1.95  0.00
C11 -2.53 1.42 0.66  0.01
C12 -3.52 2.32 0.34  0.00
C13 -4.41 2.01 -0.67  0.02
C14 -4.29 0.80 -1.34  0.00
C15 -3.24 -0.03 -1.00  0.02
N3 -2.36 0.27 -0.04  0.00
H1 1.45 -4.77 3.01  0.00
H2 1.82 -3.45 5.11  0.00
H3 1.10 -1.08 5.17  0.00
H4 0.48 -3.63 1.06  0.00
H5 0.17 0.88 5.12  0.00
H6 -1.22 2.91 4.87  0.00
H7 -2.54 3.22 2.79  0.00
H8 -3.62 3.24 0.90  0.00
H9 -5.21 2.70 -0.93  0.00
H10 -4.98 0.50 -2.11  0.00
H11 -3.10 -0.97 -1.50  0.00
C16 2.17 -1.36 -1.63  0.00
O1 1.68 -1.45 -0.26  0.03
C17 2.83 -1.26 0.65  0.00
C18 3.18 0.17 0.90  0.00
O2 2.26 0.69 1.83  0.01
C19 2.48 2.07 2.08  0.00
H12 3.11 -1.89 -1.70  0.00
H13 2.29 -0.31 -1.91  0.00
H14 1.45 -1.83 -2.29  0.00
H15 3.67 -1.78 0.19  0.00
H16 2.60 -1.76 1.58  0.00
H17 3.19 0.76 -0.02  0.00
H18 4.20 0.19 1.32  0.00
H19 3.47 2.24 2.49  0.00
H20 1.73 2.40 2.80  0.00
H21 2.36 2.65 1.16  0.00
Br1 -3.20 -2.19 1.95  0.02
C20 -2.46 -3.21 0.55  0.01
C21 -3.02 -4.45 0.30  0.00
C22 -2.45 -5.26 -0.66  0.01
C23 -1.31 -4.81 -1.33  0.00
C24 -0.83 -3.56 -1.03  0.01
N4 -1.40 -2.73 -0.13  0.02
H22 -3.89 -4.77 0.87  0.00
H23 -2.87 -6.24 -0.87  0.00
H24 -0.81 -5.42 -2.06  0.00
H25 0.06 -3.19 -1.52  0.00
C25 1.08 3.45 -3.63  0.00
Si1 1.75 3.49 -1.90  0.01
C26 3.58 3.11 -1.86  0.00
C27 1.31 5.03 -0.96  0.00
C28 0.90 2.05 -1.02  0.10
C29 0.34 1.10 -0.49  0.00
H26 1.52 4.26 -4.22  0.00
H27 -0.01 3.59 -3.65  0.00
H28 1.32 2.52 -4.14  0.00
H29 4.11 3.86 -2.44  0.00
H30 3.81 2.13 -2.30  0.00
H31 3.99 3.14 -0.85  0.00
H32 1.80 5.90 -1.41  0.00
H33 1.63 4.97 0.08  0.00
H34 0.23 5.21 -0.98  0.00
C30 -1.41 -0.34 -4.27  0.00
C31 -1.12 -1.39 -3.23  0.00
O3 -0.62 -0.75 -2.01  0.02
H35 -1.76 -0.82 -5.18  0.00
H36 -0.51 0.23 -4.52  0.00
H37 -2.18 0.35 -3.93  0.00
H38 -0.36 -2.09 -3.57  0.00
H39 -2.01 -1.96 -2.96  0.00
H40 -0.20 0.10 -2.24  0.00

Summary:
ΔE to the lowest compared entry with this formula, charge and spin (kJ/mol): 0.0
Net charge: +3
Spin multiplicity: 3